1.
Formula: C30H34N6O7Pb
Source: the OMol25 dataset
Level of theory: ωB97M-V/def2-TZVPD

Structure (ORCA input):
```
! RIJCOSX wB97M-V def2-TZVPD def2/J DEFGRID3
* xyz 2 1
Pb -0.18133 0.07656 0.02213
O -0.06014 2.31799 0.96229
C 0.80623 3.20065 1.12929
C 0.39043 4.53960 1.47982
C 1.28147 5.53021 1.75643
C 2.65921 5.26657 1.66826
C 3.11578 4.01393 1.30583
C 2.24810 2.95283 1.03555
C 2.78188 1.66586 0.69922
N 2.15949 0.58560 0.19550
C 3.10902 -0.34730 -0.02312
C 4.33484 0.13728 0.36010
N 4.11246 1.38716 0.80893
H -0.67485 4.70108 1.53878
H 0.94810 6.51747 2.03703
H 3.37337 6.04747 1.87922
H 4.18353 3.88549 1.21565
H 2.88016 -1.30856 -0.42789
H 5.30750 -0.31107 0.32517
H 4.81113 1.97981 1.23201
C 0.22478 -8.45731 2.20041
C -0.98745 -7.63551 1.76314
N -0.68228 -6.69821 0.70082
C -1.17509 -6.97969 -0.62676
C -0.42954 -8.12379 -1.32007
C -0.01680 -5.57241 1.05600
O 0.24707 -5.30207 2.21267
C 0.39667 -4.60329 -0.01623
C 1.28582 -4.89810 -1.04565
C 1.68148 -3.87756 -1.89851
C 1.21272 -2.59498 -1.67120
N 0.41057 -2.30012 -0.65068
C 0.00547 -3.27775 0.14717
H -0.08227 -9.14938 2.97885
H 0.99699 -7.80609 2.59884
H 0.63113 -9.02564 1.36864
H -1.32917 -7.05458 2.62691
H -1.78911 -8.29212 1.42645
H -1.11861 -6.07044 -1.23060
H -2.23039 -7.26314 -0.53555
H 0.63863 -7.92427 -1.37169
H -0.81196 -8.22818 -2.33241
H -0.58527 -9.06579 -0.79992
H 1.67393 -5.89488 -1.17927
H 2.35364 -4.07322 -2.71689
H 1.48568 -1.76965 -2.31215
H -0.64169 -3.00105 0.96677
O 1.79556 -0.07960 3.05280
C 0.76555 -0.72136 3.11322
O -0.10106 -0.94841 2.24467
C 0.41787 -1.39601 4.47974
C -0.82187 -1.99699 4.63497
C -1.16463 -2.54447 5.85851
C -0.26279 -2.47524 6.90749
C 0.99146 -1.90909 6.74119
C 1.33779 -1.36291 5.51415
N -0.66641 -2.99120 8.22699
O -1.73235 -3.54604 8.28473
O 0.09680 -2.80353 9.13613
H -1.52123 -2.02427 3.81647
H -2.12924 -3.00639 5.99904
H 1.68332 -1.88111 7.56845
H 2.30526 -0.90568 5.38081
C -3.02934 0.19406 -2.17757
N -2.39536 0.69828 -3.37961
C -3.23867 1.00998 -4.52023
C -1.07211 0.86257 -3.38556
C -0.40697 1.42939 -4.60573
O -0.35673 0.55980 -2.40964
H -4.09816 0.08470 -2.33461
H -2.86750 0.88581 -1.34693
H -2.60954 -0.77767 -1.91030
H -4.27334 0.77616 -4.28630
H -2.95255 0.41466 -5.38850
H -3.18329 2.06896 -4.77406
H -1.05936 1.52747 -5.46211
H 0.44104 0.80002 -4.86611
H -0.00631 2.40859 -4.35039
*
```

energy relative to the best compared isomer or geometry (same formula, charge and spin) = 0.0 kJ/mol
LUMO level (alpha / beta) = -0.298 / -0.351 Ha
frontier orbital gap (alpha / beta) = 5.206 / 3.764 eV

2.
Formula: C4H6NO2
Source: the OMol25 dataset
Level of theory: ωB97M-V/def2-TZVPD

Structure (ORCA input):
```
! RIJCOSX wB97M-V def2-TZVPD def2/J DEFGRID3
* xyz 1 1
C -1.96485 -0.65281 0.04500
C -0.81047 1.32088 -0.15483
C -0.54094 -1.09572 -0.06401
C 0.23744 0.16876 -0.43128
N 1.51961 0.42754 0.31067
O -3.06153 -0.99428 0.15423
O -0.54004 2.44618 0.07884
H -0.25876 -1.51920 0.90356
H -0.48925 -1.88306 -0.82052
H 0.45607 0.20108 -1.50200
H 2.33487 -0.08579 -0.05893
H 1.41605 0.22164 1.31631
H 1.70180 1.44479 0.22297
*
```

energy relative to the best compared isomer or geometry (same formula, charge and spin) = 222.6 kJ/mol
LUMO level (alpha / beta) = -0.160 / -0.160 Ha
frontier orbital gap (alpha / beta) = 8.100 / 8.099 eV

3.
Formula: C29H54I2N2O13
Source: the OMol25 dataset
Level of theory: ωB97M-V/def2-TZVPD

Structure (ORCA input):
```
! RIJCOSX wB97M-V def2-TZVPD def2/J DEFGRID3
* xyz 0 1
C 0.87724 -0.76856 0.18954
C 1.96515 0.28934 0.41058
I 3.83806 -0.56414 1.01712
C 2.09536 1.13889 -0.88072
I 3.88865 2.35314 -0.75531
O 0.89582 1.93082 -0.88916
C 0.85457 2.96093 -1.77684
O 1.25371 2.86928 -2.84915
N 0.17369 4.12460 -1.32287
C -1.25654 3.81695 -1.14523
C -1.66397 3.17722 0.21030
C -2.40225 4.18893 1.10942
C -3.85098 3.79046 1.46873
O -4.50080 3.00308 0.45854
C -4.60207 1.70787 0.78773
O -3.77871 1.10653 1.33665
C 0.78193 4.75450 -0.16647
C 1.91695 5.72423 -0.54618
O 2.15283 5.94129 -1.66194
N 2.63122 6.39113 0.48181
C 2.28168 5.89931 1.82200
C 4.08351 6.20586 0.31373
H 1.03031 -1.33967 -0.72051
H -0.07007 -0.23500 0.13186
H 0.83042 -1.43822 1.04372
H 1.59420 0.97016 1.16884
H 2.07678 0.52822 -1.77690
H -1.85072 4.69033 -1.39750
H -1.49587 3.08538 -1.92126
H -2.28287 2.32264 -0.02567
H -0.80953 2.77188 0.73878
H -2.44242 5.16911 0.64003
H -1.88252 4.35455 2.05314
H -4.42998 4.70725 1.55184
H -3.88588 3.32993 2.45092
H -5.54326 1.22104 0.50331
H 0.07522 5.30562 0.44891
H 1.23540 3.98790 0.47393
H 1.22423 5.97833 2.05485
H 2.61479 4.87279 2.00754
H 2.81167 6.51567 2.54682
H 4.58597 7.10502 0.66940
H 4.47442 5.37254 0.90124
H 4.35790 6.05576 -0.72428
O 7.63283 0.57607 2.08412
C 7.85345 -0.39110 2.75840
O 7.41691 -1.59780 2.34384
C 7.79204 -2.83561 2.95298
C 6.89311 -3.17407 4.12429
C 8.52653 -0.27638 4.10647
H 8.84836 -2.83123 3.22639
H 7.67521 -3.59045 2.17652
H 6.97228 -2.43133 4.91877
H 7.15316 -4.14935 4.53718
H 5.85030 -3.19394 3.80617
H 7.77340 -0.05305 4.86110
H 9.23846 0.54450 4.06235
H 9.08469 -1.16282 4.40019
O -2.00816 -1.77702 -1.20735
C -1.87567 -1.29495 -2.30299
O -0.63869 -1.08490 -2.77736
C -0.35120 -0.68818 -4.12803
C -0.40887 0.81714 -4.26268
C -3.06658 -0.83526 -3.11004
H -0.99848 -1.20609 -4.83800
H 0.66276 -1.03354 -4.32601
H -1.41004 1.19900 -4.05112
H -0.12590 1.13384 -5.26668
H 0.27247 1.27043 -3.53995
H -3.32806 0.17918 -2.81029
H -3.90276 -1.49634 -2.89121
H -2.91116 -0.86803 -4.18577
O -9.11388 -1.46989 -0.64079
C -8.08129 -2.01361 -0.91829
O -6.96364 -1.69728 -0.23393
C -5.73250 -2.42107 -0.34404
C -4.89015 -1.91157 -1.49324
C -7.98500 -2.97762 -2.07839
H -5.91463 -3.49507 -0.40453
H -5.20700 -2.24853 0.59426
H -5.38879 -2.05269 -2.45399
H -3.92829 -2.42501 -1.52608
H -4.71149 -0.84146 -1.38008
H -7.81148 -2.41442 -2.99445
H -8.93210 -3.50563 -2.16116
H -7.21111 -3.73344 -1.96349
O 0.71755 -3.89286 2.06980
C 0.08490 -4.62253 1.35714
O -0.18216 -5.87925 1.77553
C -1.08830 -6.75634 1.10626
C -0.40422 -7.52204 -0.00762
C -0.33890 -4.20034 -0.02930
H -1.96902 -6.21481 0.75736
H -1.43482 -7.45472 1.86741
H -0.03168 -6.85280 -0.78353
H -1.09498 -8.23097 -0.46606
H 0.45359 -8.06999 0.38312
H 0.47483 -4.40057 -0.72652
H -0.54098 -3.13359 -0.01694
H -1.24807 -4.68348 -0.38098
*
```

energy relative to the best compared isomer or geometry (same formula, charge and spin) = 0.0 kJ/mol
LUMO level = 0.010 Ha
frontier orbital gap = 8.607 eV

4.
Formula: C31H54N3O15V
Source: the OMol25 dataset
Level of theory: ωB97M-V/def2-TZVPD

Structure (ORCA input):
```
! RIJCOSX wB97M-V def2-TZVPD def2/J DEFGRID3
* xyz 2 5
V -0.36698 3.24322 -0.36661
C -0.46815 -0.83049 0.04363
C -0.24988 0.60458 -0.30778
O 0.57614 1.34632 0.31695
O -0.93677 1.12589 -1.21289
H 0.47865 -1.37028 0.02627
H -1.22721 -1.29339 -0.58697
H -0.89075 -0.90393 1.04568
C -2.34050 3.70926 3.42602
C -2.59706 2.98219 2.12106
O -1.86552 3.10491 1.14477
N -3.60815 2.13425 2.21683
C -4.04218 1.24552 1.14040
H -3.03346 3.42479 4.21784
H -2.31302 4.78860 3.27647
H -1.35527 3.37968 3.75586
H -4.11922 2.19219 3.08605
H -3.19419 0.73770 0.68092
H -4.59221 1.75701 0.35050
H -4.73928 0.47613 1.47237
C 0.66691 -4.45098 2.37940
C -0.70754 -3.97117 2.78039
O -0.90412 -3.85295 3.97833
N -1.56520 -3.64578 1.80106
C -2.90299 -3.09676 1.94701
H 1.42308 -3.72502 2.67822
H 0.73400 -4.54479 1.29552
H 0.88592 -5.43813 2.78641
H -1.38597 -3.91817 0.84514
H -3.64123 -3.89618 1.88361
H -3.33908 -2.39769 1.23341
H -2.98442 -2.73954 2.97359
C -1.03266 -2.47598 6.92362
C -1.59161 -1.25806 6.26972
O -1.73910 -0.26333 6.97019
N -1.92397 -1.40780 4.98658
C -2.50572 -0.37988 4.12475
H -0.21816 -2.85658 6.30730
H -1.81697 -3.18188 7.19686
H -0.60132 -2.24701 7.89810
H -1.55085 -2.20582 4.49257
H -3.52012 -0.64737 3.82888
H -1.98274 -0.22595 3.18088
H -2.67877 0.61073 4.54529
O 4.69470 1.68629 3.24484
C 4.73891 2.46027 2.29966
O 5.28239 3.68770 2.54638
C 5.02898 4.52102 1.45217
C 4.98038 3.59928 0.28172
C 4.23904 2.35805 0.84242
H 5.89525 5.18258 1.45333
H 4.05634 4.99555 1.58218
H 5.97619 3.45113 -0.13605
H 4.47276 4.10477 -0.53981
H 4.46662 1.43227 0.31399
H 3.14919 2.35462 0.82488
O 1.64525 3.91480 -6.62697
C 0.90973 3.36915 -5.76118
O 1.02148 2.10186 -5.27553
C -0.05560 1.73452 -4.45200
C -1.08901 2.85876 -4.77389
C -0.24641 4.08503 -5.12548
H 0.24639 1.79310 -3.40631
H -0.53633 0.77844 -4.65910
H -1.67109 3.10541 -3.88595
H -1.65030 2.47187 -5.62440
H -0.05319 4.73890 -4.27506
H -0.81312 4.68332 -5.83891
O -2.64192 -2.43681 -4.72942
C -3.12471 -1.56906 -4.02565
O -2.91639 -0.22126 -4.32235
C -3.57790 0.57531 -3.40459
C -4.03145 -0.28780 -2.23389
C -3.95481 -1.74803 -2.74230
H -4.43632 0.98135 -3.93971
H -3.00487 1.43964 -3.06893
H -5.01960 0.02263 -1.89437
H -3.38700 -0.06211 -1.38427
H -4.88207 -2.24630 -3.02517
H -3.29522 -2.30717 -2.07868
O 4.13917 -0.04345 -3.40680
C 2.99281 -0.43057 -3.62258
O 2.12547 -0.44609 -2.62609
C 0.97710 -1.18031 -2.94175
C 1.10736 -1.49972 -4.39875
C 2.46330 -1.01413 -4.91271
H 0.06814 -0.60282 -2.77324
H 0.89345 -2.07320 -2.32219
H 0.19791 -1.13806 -4.87855
H 1.16205 -2.58399 -4.49613
H 2.26534 -0.21903 -5.63156
H 3.10381 -1.75929 -5.38449
O 4.85879 -3.62519 2.65991
C 4.19569 -2.98341 1.85784
O 3.66224 -3.52675 0.75073
C 3.18615 -2.55892 -0.25642
C 3.49015 -1.23710 0.39880
C 3.84024 -1.50291 1.83852
H 2.10443 -2.59023 -0.38676
H 3.77300 -2.76894 -1.15063
H 2.75553 -0.43722 0.30586
H 4.37112 -0.80536 -0.07617
H 2.96844 -1.34368 2.47312
H 4.64938 -0.87688 2.21464
*
```

LUMO level (alpha / beta) = -0.271 / -0.398 Ha
frontier orbital gap (alpha / beta) = 6.264 / 2.805 eV

5.
Formula: CH2NO2S3
Source: the OMol25 dataset
Level of theory: ωB97M-V/def2-TZVPD

Structure (ORCA input):
```
! RIJCOSX wB97M-V def2-TZVPD def2/J DEFGRID3
* xyz -1 1
C -0.05219 -0.92677 0.69390
N -0.09401 0.10081 -0.10648
O 0.83869 2.15096 -1.08004
O -0.32898 0.24230 -2.52770
S 0.79715 -2.30744 0.65722
S -1.15296 -0.70475 2.06766
S 0.64972 0.40222 -1.47448
H -0.77915 -1.75067 2.56364
H 0.12174 2.79333 -0.79371
*
```

energy relative to the best compared isomer or geometry (same formula, charge and spin) = 113.0 kJ/mol
LUMO level = 0.120 Ha
frontier orbital gap = 7.620 eV

6.
Formula: C8H34AsF6N16O9
Source: the OMol25 dataset
Level of theory: ωB97M-V/def2-TZVPD

Structure (ORCA input):
```
! RIJCOSX wB97M-V def2-TZVPD def2/J DEFGRID3
* xyz -1 1
As -25.44103 -4.51205 4.94518
F -25.02672 -4.75827 3.27504
F -26.53328 -3.22438 4.51098
F -25.72920 -4.22858 6.62961
F -24.34264 -5.81513 5.27438
F -24.13855 -3.34123 4.99709
F -26.74068 -5.63086 4.78237
C -22.47963 -5.02285 8.17409
O -22.80275 -5.48641 9.26326
N -21.55729 -5.66254 7.37946
N -22.91293 -3.84910 7.65858
H -21.45182 -5.44514 6.40212
H -21.08049 -6.43153 7.80719
H -22.79452 -3.65442 6.67911
H -23.55092 -3.30815 8.21127
C -20.89958 -5.26345 2.98378
O -19.69192 -5.35646 3.16893
N -21.72213 -4.42968 3.67077
N -21.51937 -6.07745 2.06987
H -22.68431 -4.42829 3.37012
H -21.40476 -3.61775 4.16866
H -20.89449 -6.78262 1.72771
H -22.44101 -5.92221 1.70891
C -27.98204 -2.95610 8.81214
O -28.85352 -2.56469 9.57127
N -27.67431 -4.27120 8.65287
N -27.24261 -2.18294 7.94560
H -26.83668 -4.48000 8.13381
H -28.10279 -4.98662 9.20648
H -26.52495 -2.69191 7.45055
H -27.12234 -1.19949 8.09355
C -27.98293 -2.94623 0.85079
O -26.99452 -2.37724 0.37897
N -27.99103 -3.43705 2.09719
N -29.17097 -3.00212 0.17916
H -28.84025 -3.75632 2.53003
H -27.14964 -3.39064 2.64475
H -29.24178 -2.63148 -0.74842
H -29.91127 -3.60212 0.49444
C -27.59186 -7.67282 1.59909
O -27.39327 -7.58155 0.39852
N -26.65580 -7.47167 2.56582
N -28.86413 -7.88946 2.10201
H -25.68776 -7.46708 2.31416
H -26.99650 -7.40694 3.50613
H -29.59754 -8.26004 1.53419
H -28.91417 -7.90784 3.10553
C -24.53717 -8.93759 7.13689
O -25.39124 -9.15371 6.28840
N -24.03683 -7.71169 7.41570
N -24.01979 -9.96397 7.89359
H -23.57210 -7.55599 8.29445
H -24.12265 -6.92127 6.79503
H -24.54775 -10.80710 7.75389
H -23.17530 -9.97083 8.42911
C -21.09527 -0.90522 5.14545
O -20.70207 -2.01371 5.48242
N -22.40834 -0.53956 5.30163
N -20.28671 0.02161 4.56765
H -22.61987 0.40929 5.05481
H -23.04543 -1.14029 5.78623
H -20.58353 0.95025 4.33839
H -19.31186 -0.20957 4.51959
C -23.46094 -2.29620 0.92546
O -22.37223 -1.76376 1.07721
N -23.82734 -2.92288 -0.24134
N -24.48940 -2.22032 1.82511
H -23.30986 -2.75782 -1.08118
H -24.76124 -3.29241 -0.30440
H -24.42421 -1.62074 2.62330
H -25.36727 -2.61502 1.50934
O -29.29136 -4.21432 5.23510
H -28.38806 -3.99624 4.97642
H -29.18510 -4.89002 5.91066
*
```

energy relative to the best compared isomer or geometry (same formula, charge and spin) = 0.0 kJ/mol
LUMO level = 0.086 Ha
frontier orbital gap = 9.501 eV

7.
Formula: C9H11NO2
Source: the OMol25 dataset
Level of theory: ωB97M-V/def2-TZVPD

Structure (ORCA input):
```
! RIJCOSX wB97M-V def2-TZVPD def2/J DEFGRID3
* xyz 0 1
C -0.62472 -2.56269 -0.62801
C -2.14752 -1.29337 0.93830
C -0.43408 -0.22354 -0.38621
C -0.94768 0.19369 -1.69210
C -0.73407 1.48289 -2.17685
C 0.22797 2.35082 -1.51507
C 0.84736 1.90109 -0.37899
C 0.50169 0.67266 0.19970
C 1.34761 0.22678 1.37261
H -0.60400 -3.48008 0.10252
H -1.30689 -2.71923 -1.53481
H 0.40561 -2.21340 -1.03172
H -3.02899 -1.25943 0.24951
H -2.13217 -0.33092 1.48349
H -2.29287 -2.19656 1.65572
H -1.72230 -0.50203 -2.07366
H -1.14840 1.77523 -3.13027
H 0.59770 3.17987 -2.19168
H 1.68349 2.26833 0.17589
H 0.25974 -1.30586 1.41122
N -0.85117 -1.38986 0.22828
O 1.00712 -0.91523 1.98579
O 2.37136 0.91811 1.62491
*
```

energy relative to the best compared isomer or geometry (same formula, charge and spin) = 182.4 kJ/mol
LUMO level = 0.014 Ha
frontier orbital gap = 9.705 eV
structure (SMILES) = CN(C)c1ccccc1C(=O)O